{"formula": "CH11O5", "method": "ωB97M-V/def2-TZVPD", "elements": ["C", "O", "H", "H", "H", "H", "H", "O", "H", "H", "O", "H", "H", "O", "H", "H", "O"], "xyz": [[0.02, 1.12, -1.12], [0.28, 0.35, 0.00], [0.03, 0.51, -2.04], [-0.93, 1.68, -1.09], [0.81, 1.87, -1.30], [-2.47, -0.13, 0.45], [-2.05, -1.11, -0.60], [-2.84, -0.72, -0.21], [0.01, -1.03, -0.48], [-0.46, -2.63, -0.22], [-0.32, -1.94, -0.87], [0.51, 0.79, 2.99], [-0.15, 1.06, 1.55], [-0.19, 1.25, 2.52], [1.88, -0.06, 0.38], [3.05, -0.62, -0.44], [2.83, -0.38, 0.47]], "lowdin_charge": [-0.275, -0.409, 0.064, 0.059, 0.059, 0.019, -0.021, -0.089, -0.013, 0.012, -0.155, 0.016, -0.014, -0.122, -0.010, 0.013, -0.134], "charge": -1, "e_homo_ev": -4.92, "spin_multiplicity": 1, "total_energy_ha": -420.948301, "largest_force_ev_per_a": 1.0}

***

{"formula": "C4H6N2O", "method": "ωB97M-V/def2-TZVPD", "elements": ["N", "C", "O", "C", "C", "C", "N", "H", "H", "H", "H", "H", "H"], "xyz": [[0.43, 1.55, -1.54], [0.09, 2.18, -0.40], [-0.50, 1.42, 0.53], [-0.79, 0.03, 0.42], [0.44, -0.81, 0.78], [0.09, -2.23, 0.89], [-0.22, -3.34, 0.98], [0.30, 0.58, -1.82], [0.88, 2.15, -2.21], [-1.19, -0.23, -0.57], [-1.58, -0.14, 1.16], [1.23, -0.70, 0.03], [0.84, -0.46, 1.74]], "lowdin_charge": [0.060, -0.168, -0.137, -0.205, -0.154, -0.223, 0.146, 0.092, 0.084, 0.122, 0.133, 0.116, 0.132], "charge": 0, "e_homo_ev": -8.98, "spin_multiplicity": 1, "total_energy_ha": -340.693260, "largest_force_ev_per_a": 1.1}

***

{"formula": "C4H9N3O", "method": "ωB97M-V/def2-TZVPD", "elements": ["C", "C", "C", "C", "N", "N", "N", "O", "H", "H", "H", "H", "H", "H", "H", "H", "H"], "xyz": [[0.14, 1.05, 0.17], [1.66, 1.05, 0.04], [-0.43, -0.34, -0.54], [-2.22, 0.07, -0.02], [-0.37, -1.58, 1.43], [-0.27, -0.33, -1.92], [-0.34, -1.50, 0.05], [-2.64, -0.01, 1.05], [-0.39, -2.55, 1.70], [0.38, -1.08, 1.90], [-0.86, 0.33, -2.42], [-0.32, -1.26, -2.31], [-0.15, 1.08, 1.22], [-0.30, 1.90, -0.36], [2.09, 0.17, 0.51], [2.08, 1.94, 0.50], [1.95, 1.04, -1.01]], "lowdin_charge": [-0.177, -0.114, -0.600, -0.023, 0.017, 0.092, -0.028, 0.094, 0.083, 0.079, 0.088, 0.092, 0.088, 0.101, 0.068, 0.070, 0.068], "charge": 0, "e_homo_ev": -8.11, "spin_multiplicity": 1, "total_energy_ha": -397.234506, "largest_force_ev_per_a": 3.7}

***

{"formula": "C4H8P2", "method": "ωB97M-V/def2-TZVPD", "elements": ["C", "C", "C", "C", "P", "P", "H", "H", "H", "H", "H", "H", "H", "H"], "xyz": [[-0.84, 0.10, -0.77], [1.23, 0.41, 0.39], [-2.16, -0.33, -1.39], [1.89, -0.64, 1.42], [0.72, -0.47, -1.17], [-0.60, 0.93, 0.86], [1.81, 1.31, 0.28], [-2.63, 0.47, -1.97], [-2.81, -0.60, -0.57], [-2.00, -1.14, -2.13], [1.03, -1.13, 1.82], [2.40, -0.04, 2.22], [2.59, -1.17, 0.83], [-0.64, 2.31, 0.19]], "lowdin_charge": [-0.852, -0.789, -0.200, -0.180, 0.887, 0.820, 0.034, 0.065, 0.053, 0.063, 0.031, 0.079, 0.028, -0.040], "charge": 0, "e_homo_ev": -8.57, "spin_multiplicity": 1, "total_energy_ha": -839.836914, "largest_force_ev_per_a": 3.9}

***

{"formula": "C12H16O2", "method": "ωB97M-V/def2-TZVPD", "elements": ["C", "C", "C", "O", "C", "C", "C", "C", "C", "C", "O", "C", "C", "C", "H", "H", "H", "H", "H", "H", "H", "H", "H", "H", "H", "H", "H", "H", "H", "H"], "xyz": [[-3.11, -2.67, -0.10], [-2.24, -1.76, 0.16], [-0.76, -1.74, -0.30], [0.10, -1.25, 0.66], [1.35, -0.81, 0.17], [2.35, -1.75, 0.23], [3.62, -1.28, -0.03], [3.87, 0.12, -0.21], [2.87, 1.04, -0.26], [1.56, 0.54, -0.09], [0.34, 1.23, -0.20], [-0.36, 1.74, 0.92], [-1.29, 2.73, 0.26], [-2.19, 1.94, -0.66], [-2.90, -3.51, -0.67], [-4.08, -2.58, 0.29], [-2.55, -0.90, 0.81], [-0.66, -1.14, -1.25], [-0.43, -2.76, -0.63], [2.22, -2.75, 0.41], [4.55, -1.94, 0.05], [4.87, 0.42, -0.34], [3.08, 2.12, -0.43], [0.21, 2.12, 1.81], [-0.93, 0.92, 1.33], [-1.78, 3.49, 1.01], [-0.74, 3.35, -0.30], [-1.45, 1.43, -1.17], [-2.81, 2.49, -1.40], [-2.71, 1.16, -0.06]], "lowdin_charge": [-0.002, -0.139, -0.211, -0.074, -0.191, -0.006, -0.063, -0.095, -0.007, -0.157, -0.097, -0.204, -0.236, -0.085, 0.044, 0.044, 0.111, 0.140, 0.134, 0.096, 0.124, 0.087, 0.133, 0.145, 0.100, 0.148, 0.060, 0.032, 0.092, 0.078], "charge": 0, "e_homo_ev": -8.92, "spin_multiplicity": 1, "total_energy_ha": -617.216404, "smiles": "C=CCOc1ccccc1OCCC", "largest_force_ev_per_a": 4.4}

***

{"formula": "H26O13", "method": "ωB97M-V/def2-TZVPD", "elements": ["O", "H", "H", "O", "H", "H", "O", "H", "H", "O", "H", "H", "O", "H", "H", "O", "H", "H", "O", "H", "H", "O", "H", "H", "O", "H", "H", "O", "H", "H", "O", "H", "H", "O", "H", "H", "O", "H", "H"], "xyz": [[-28.79, -22.39, 10.97], [-29.03, -22.42, 9.95], [-28.02, -22.74, 10.85], [-31.94, -23.72, 6.56], [-31.16, -23.25, 6.98], [-31.82, -24.75, 6.81], [-30.69, -24.81, 10.07], [-30.28, -24.41, 9.21], [-31.57, -24.48, 9.86], [-30.08, -20.84, 6.60], [-29.36, -20.52, 7.21], [-30.76, -20.56, 7.35], [-31.13, -20.53, 9.32], [-31.42, -19.60, 9.48], [-32.01, -20.85, 9.29], [-26.33, -24.82, 6.19], [-26.53, -25.79, 6.33], [-27.25, -24.36, 5.87], [-33.16, -24.06, 8.93], [-33.70, -24.90, 8.86], [-32.42, -24.22, 8.29], [-29.44, -24.34, 5.17], [-30.03, -24.71, 5.98], [-29.36, -25.21, 4.64], [-30.22, -25.93, 7.33], [-30.82, -26.40, 7.68], [-29.39, -25.98, 7.71], [-30.32, -21.88, 4.46], [-30.22, -22.71, 4.79], [-30.39, -21.29, 5.13], [-27.10, -22.98, 8.24], [-26.72, -23.43, 7.48], [-27.18, -22.13, 8.07], [-27.30, -20.84, 7.09], [-27.25, -21.09, 6.10], [-26.55, -20.14, 7.17], [-29.65, -23.26, 8.02], [-29.71, -22.30, 7.53], [-28.70, -23.55, 8.23]], "lowdin_charge": [-0.023, 0.072, -0.098, -0.113, 0.019, 0.099, -0.113, 0.021, -0.023, -0.111, 0.065, 0.120, -0.028, 0.088, 0.040, -0.132, 0.067, 0.101, -0.094, 0.088, -0.013, -0.144, 0.058, 0.105, 0.065, -0.035, 0.043, -0.009, -0.085, -0.093, -0.003, 0.010, -0.095, -0.087, 0.132, 0.141, -0.187, 0.096, 0.054], "charge": 0, "e_homo_ev": -10.05, "spin_multiplicity": 1, "total_energy_ha": -993.541506, "largest_force_ev_per_a": 9.5}

***

| no. | Kohn-Sham gap (eV) |
| --- | --- |
| 1 | 8.92 |
| 2 | 9.52 |
| 3 | 8.82 |
| 4 | 8.83 |
| 5 | 9.93 |
| 6 | 9.82 |